# 1
The following is a quantum chemistry calculation of a structure of composition C22H32BrIN5RuS5Se, from OMol25.

Each line ends with the Löwdin charge.
Element x y z (Å)
Ru (-0.442, -0.715, -0.316)  0.06
C (-1.264, 3.034, -1.216)  -0.53
C (-2.232, 2.537, -0.152)  -0.43
S (-2.141, 0.815, 0.484)  0.81
C (-3.613, 0.089, -0.292)  -0.49
C (-3.446, 0.012, -1.795)  -0.45
S (-1.909, -0.884, -2.250)  0.79
C (-1.400, 0.080, -3.708)  -0.47
C (-0.650, 1.369, -3.437)  -0.53
S (-1.694, 2.776, -2.957)  0.94
H (-0.266, 2.647, -1.040)  0.01
H (-1.219, 4.118, -1.100)  0.07
H (-3.264, 2.641, -0.489)  0.09
H (-2.127, 3.138, 0.752)  0.08
H (-4.499, 0.659, -0.013)  0.10
H (-3.701, -0.897, 0.166)  0.03
H (-3.370, 1.009, -2.225)  0.03
H (-4.279, -0.515, -2.259)  0.10
H (-2.337, 0.249, -4.241)  0.09
H (-0.801, -0.603, -4.311)  0.09
H (-0.083, 1.646, -4.327)  0.09
H (0.076, 1.218, -2.636)  -0.01
S (-1.706, -2.584, 0.240)  0.64
C (-0.782, -3.831, 1.004)  -0.72
N (-1.323, -5.074, 0.925)  0.10
C (-0.731, -6.149, 1.474)  -0.01
C (0.447, -5.983, 2.138)  0.01
C (0.958, -4.686, 2.193)  -0.06
N (0.356, -3.638, 1.647)  0.08
H (-2.173, -5.188, 0.385)  0.16
H (-1.231, -7.098, 1.344)  0.15
H (0.964, -6.820, 2.581)  0.13
H (1.891, -4.480, 2.702)  0.10
Se (1.182, -1.841, -1.785)  0.65
C (0.991, -3.657, -1.556)  -0.72
N (0.884, -4.791, -1.389)  0.10
Br (2.514, -2.157, 4.519)  0.78
C (0.627, -2.090, 4.536)  -0.75
C (-0.046, -2.738, 5.562)  -0.11
C (-1.431, -2.697, 5.614)  -0.05
C (-2.146, -1.999, 4.653)  -0.06
C (-1.476, -1.342, 3.631)  -0.16
C (-0.093, -1.405, 3.564)  -0.68
I (0.911, -0.381, 2.026)  1.13
H (0.518, -3.261, 6.321)  0.11
H (-1.948, -3.198, 6.420)  0.12
H (-3.224, -1.951, 4.704)  0.12
H (-2.031, -0.788, 2.889)  0.06
C (3.310, 1.484, -3.186)  -0.06
N (3.117, 2.604, -2.264)  -0.18
C (4.148, 3.645, -2.351)  -0.02
C (2.295, 2.508, -1.219)  -0.68
S (1.823, 0.925, -0.693)  0.49
N (1.916, 3.631, -0.588)  -0.20
C (1.790, 4.916, -1.273)  -0.03
C (1.522, 3.649, 0.812)  -0.04
H (3.830, 1.861, -4.062)  0.10
H (2.351, 1.075, -3.495)  0.06
H (3.901, 0.691, -2.726)  0.09
H (5.099, 3.155, -2.554)  0.11
H (4.233, 4.171, -1.406)  0.09
H (3.941, 4.354, -3.152)  0.10
H (1.797, 4.770, -2.349)  0.10
H (2.579, 5.614, -0.993)  0.10
H (0.834, 5.355, -0.989)  0.09
H (1.573, 2.649, 1.232)  0.02
H (0.507, 4.038, 0.913)  0.09
H (2.193, 4.306, 1.367)  0.11

Calculated values
energy relative to the best compared isomer or geometry (same formula, charge and spin) = 1.486 eV
molar mass = 913.71 g/mol
max |F| = 1.54 eV/Å
spin multiplicity = 2
expectation value of S² = 0.7624
DFT total energy = -231018.311 eV
charge = +2


# 2
The following is a quantum chemistry calculation of a structure of composition C22H32Cl6O15, from OMol25.

Each line ends with the Löwdin charge.
Element x y z (Å)
C (-4.367, 35.857, -1.457)  -1.50
Cl (-5.836, 36.687, -2.171)  0.47
Cl (-2.971, 36.459, -2.305)  0.50
Cl (-4.249, 34.134, -1.804)  0.50
H (-4.272, 36.032, -0.386)  0.02
C (-1.610, 37.172, 4.187)  -1.52
Cl (-3.106, 36.388, 4.635)  0.52
Cl (-1.193, 38.385, 5.445)  0.49
Cl (-1.796, 37.961, 2.594)  0.49
H (-0.865, 36.376, 4.209)  0.02
C (-9.169, 33.574, 0.638)  -0.01
C (-9.593, 32.308, -0.137)  -0.29
C (-9.189, 31.052, 0.600)  -0.09
O (-10.390, 30.321, 0.701)  0.10
C (-11.389, 31.008, 0.203)  -0.63
O (-12.536, 30.540, 0.018)  0.10
O (-10.967, 32.095, -0.197)  0.14
H (-9.549, 33.551, 1.659)  0.09
H (-9.637, 34.422, 0.136)  0.08
H (-8.084, 33.670, 0.684)  0.09
H (-9.260, 32.487, -1.159)  0.16
H (-8.705, 31.257, 1.554)  0.14
H (-8.547, 30.403, 0.004)  0.14
C (-0.556, 43.052, -3.526)  -0.01
C (0.395, 42.497, -2.390)  -0.27
C (0.328, 41.032, -2.214)  -0.11
O (1.664, 40.547, -2.304)  0.07
C (2.515, 41.553, -2.534)  -0.58
O (3.680, 41.494, -2.820)  0.15
O (1.788, 42.642, -2.790)  0.08
H (-0.652, 44.138, -3.513)  0.08
H (-1.538, 42.584, -3.470)  0.07
H (-0.311, 42.633, -4.502)  0.08
H (0.247, 43.141, -1.524)  0.15
H (-0.315, 40.502, -2.917)  0.13
H (0.085, 40.717, -1.199)  0.14
C (-3.737, 28.024, -6.712)  -0.03
C (-3.310, 28.369, -5.309)  -0.31
C (-4.183, 29.405, -4.605)  -0.12
O (-4.612, 28.813, -3.426)  0.08
C (-4.207, 27.521, -3.407)  -0.54
O (-4.196, 26.735, -2.481)  0.14
O (-3.462, 27.208, -4.466)  0.10
H (-3.150, 27.209, -7.135)  0.09
H (-3.366, 28.862, -7.302)  0.09
H (-4.803, 27.853, -6.867)  0.09
H (-2.314, 28.808, -5.342)  0.15
H (-5.003, 29.569, -5.305)  0.13
H (-3.597, 30.282, -4.330)  0.14
C (-10.897, 39.598, -1.662)  -0.01
C (-11.212, 39.194, -3.134)  -0.27
C (-12.396, 39.923, -3.755)  -0.13
O (-11.924, 40.610, -4.853)  0.10
C (-10.615, 40.505, -4.861)  -0.58
O (-9.879, 41.072, -5.660)  0.12
O (-10.130, 39.771, -3.871)  0.09
H (-10.129, 38.920, -1.291)  0.08
H (-11.769, 39.271, -1.095)  0.08
H (-10.726, 40.656, -1.459)  0.10
H (-11.406, 38.145, -3.359)  0.15
H (-12.756, 40.703, -3.083)  0.14
H (-13.226, 39.295, -4.077)  0.14
C (-2.231, 39.920, -8.352)  -0.03
C (-3.689, 40.024, -7.920)  -0.33
C (-3.717, 39.890, -6.382)  -0.07
O (-4.399, 41.063, -5.923)  0.11
C (-4.585, 41.894, -6.873)  -0.57
O (-5.002, 43.041, -6.852)  0.14
O (-4.179, 41.323, -8.052)  0.08
H (-1.771, 38.986, -8.026)  0.09
H (-1.619, 40.692, -7.886)  0.09
H (-2.097, 40.092, -9.420)  0.09
H (-4.307, 39.201, -8.278)  0.15
H (-2.694, 39.993, -6.021)  0.12
H (-4.137, 38.936, -6.064)  0.14

Calculated values
energy relative to the best compared isomer or geometry (same formula, charge and spin) = 2.922 eV
molar mass = 749.20 g/mol
max |F| = 7.80 eV/Å
DFT total energy = -129177.490 eV


# 3
The following is a quantum chemistry calculation of a structure of composition C22H32ClN7O4Sc, from OMol25.

Each line ends with the Löwdin charge.
Element x y z (Å)
Sc (0.300, 0.355, -0.770)  1.01
C (0.910, -2.763, -3.759)  -0.06
C (0.816, -1.402, -3.153)  -0.31
N (1.135, -1.180, -1.814)  -0.15
N (1.766, -2.092, -1.051)  0.09
C (2.173, -1.528, 0.049)  -0.47
O (1.969, -0.224, 0.300)  -0.23
C (2.798, -2.311, 1.112)  -0.15
C (2.860, -3.710, 1.056)  -0.03
C (3.457, -4.429, 2.070)  -0.11
C (4.007, -3.783, 3.177)  -0.13
C (3.948, -2.398, 3.246)  -0.12
C (3.348, -1.671, 2.230)  -0.06
C (0.412, -0.247, -3.757)  -0.26
C (-0.062, -0.133, -5.125)  -0.06
C (-0.406, 1.066, -5.639)  -0.14
C (-0.347, 2.242, -4.821)  -0.14
C (0.006, 2.072, -3.512)  -0.24
N (0.368, 0.914, -2.936)  -0.05
H (1.608, -3.372, -3.185)  0.05
H (1.271, -2.727, -4.789)  0.06
H (-0.045, -3.298, -3.766)  0.07
H (2.421, -4.208, 0.203)  0.11
H (3.489, -5.510, 2.002)  0.09
H (4.478, -4.355, 3.967)  0.08
H (4.385, -1.876, 4.092)  0.09
H (3.321, -0.589, 2.266)  0.09
H (-0.141, -1.033, -5.720)  0.09
H (-0.750, 1.135, -6.666)  0.08
H (-0.641, 3.214, -5.190)  0.07
H (-0.033, 2.917, -2.828)  0.09
N (-0.063, 1.528, 4.599)  0.04
C (-0.969, 0.514, 3.926)  -0.08
C (-1.041, 0.888, 2.461)  -0.22
N (0.267, 0.973, 1.868)  -0.10
C (1.182, 1.863, 2.513)  -0.21
C (1.322, 1.538, 3.998)  -0.09
H (-0.021, 1.371, 5.605)  0.17
H (-0.480, 2.453, 4.455)  0.18
H (-1.925, 0.556, 4.446)  0.13
H (-0.500, -0.459, 4.080)  0.14
H (-1.556, 1.844, 2.329)  0.09
H (-1.607, 0.123, 1.944)  0.09
H (0.722, 0.074, 1.695)  0.08
H (0.848, 2.904, 2.374)  0.10
H (2.160, 1.755, 2.037)  0.13
H (1.908, 2.262, 4.567)  0.13
H (1.708, 0.529, 4.153)  0.13
Cl (-0.984, 3.407, 0.205)  0.52
C (-2.777, 0.614, -2.007)  -0.04
C (-2.706, 1.839, -1.095)  -0.75
C (-3.133, 3.070, -1.904)  -0.09
C (-3.663, 1.639, 0.092)  -0.08
N (-1.317, 1.891, -0.646)  -0.52
H (-3.826, 0.408, -2.243)  0.09
H (-2.396, -0.292, -1.526)  0.06
H (-2.238, 0.775, -2.938)  0.07
H (-4.116, 2.895, -2.350)  0.08
H (-2.423, 3.254, -2.709)  0.06
H (-3.200, 3.961, -1.278)  0.05
H (-4.707, 1.619, -0.232)  0.07
H (-3.551, 2.455, 0.809)  0.05
H (-3.443, 0.696, 0.592)  0.07
O (-1.647, -2.213, 1.946)  -0.01
N (-1.593, -2.027, 0.720)  -0.54
O (-2.169, -2.735, -0.081)  0.05
O (-0.887, -1.048, 0.305)  -0.16

Calculated values
molar mass = 538.95 g/mol
max |F| = 1.10 eV/Å
DFT total energy = -75175.344 eV
charge = -1


# 4
The following is a quantum chemistry calculation of an isolated molecule of C22H32N2O2, from OMol25.

Each line ends with the Löwdin charge.
Element x y z (Å)
C (3.518, -0.063, 0.654)  -0.04
C (2.004, -0.244, 0.842)  -0.33
C (1.367, -1.096, -0.282)  -0.11
C (1.789, -2.558, -0.259)  -0.22
C (1.214, -3.434, 0.666)  -0.03
C (1.606, -4.774, 0.709)  -0.02
C (2.557, -5.244, -0.197)  -0.18
C (3.132, -4.372, -1.126)  -0.17
C (2.759, -3.028, -1.150)  0.01
C (4.195, -5.078, -1.935)  -0.13
C (4.017, -6.555, -1.575)  -0.19
C (3.180, -6.617, -0.295)  -0.13
N (1.376, 1.070, 0.947)  0.11
C (0.171, 1.328, 1.478)  -0.40
O (-0.519, 0.431, 1.965)  0.05
C (-0.299, 2.828, 1.471)  -0.38
O (0.791, 3.661, 1.855)  0.01
C (-0.976, 3.204, 0.139)  -0.02
C (-2.359, 3.210, 0.828)  -0.40
C (-3.142, 4.534, 0.657)  -0.13
C (-3.813, 4.639, -0.729)  -0.14
C (-4.719, 3.429, -1.020)  -0.43
N (-5.377, 3.546, -2.302)  0.03
C (-3.913, 2.123, -0.907)  -0.14
C (-3.237, 1.980, 0.474)  -0.11
C (-1.642, 3.084, 2.190)  -0.03
H (4.016, -1.030, 0.581)  0.08
H (3.748, 0.473, -0.267)  0.08
H (3.969, 0.463, 1.495)  0.08
H (1.858, -0.771, 1.792)  0.14
H (0.279, -1.072, -0.196)  0.11
H (1.574, -0.657, -1.259)  0.12
H (0.468, -3.071, 1.361)  0.12
H (1.169, -5.434, 1.443)  0.11
H (3.219, -2.351, -1.854)  0.12
H (4.088, -4.922, -3.008)  0.11
H (5.189, -4.740, -1.639)  0.11
H (3.478, -7.058, -2.381)  0.11
H (4.972, -7.074, -1.471)  0.11
H (3.825, -6.809, 0.563)  0.11
H (2.441, -7.417, -0.350)  0.11
H (1.906, 1.881, 0.667)  0.14
H (0.887, 3.599, 2.810)  0.11
H (-0.654, 4.178, -0.231)  0.13
H (-0.863, 2.485, -0.674)  0.12
H (-3.907, 4.601, 1.432)  0.12
H (-2.486, 5.392, 0.815)  0.12
H (-4.387, 5.564, -0.791)  0.11
H (-3.040, 4.706, -1.497)  0.12
H (-5.486, 3.404, -0.243)  0.14
H (-5.962, 2.740, -2.463)  0.07
H (-5.985, 4.352, -2.305)  0.07
H (-4.559, 1.264, -1.088)  0.11
H (-3.147, 2.101, -1.683)  0.11
H (-2.652, 1.060, 0.499)  0.11
H (-4.005, 1.856, 1.239)  0.12
H (-2.002, 2.279, 2.833)  0.12
H (-1.636, 4.004, 2.775)  0.12

Calculated values
energy relative to the best compared isomer or geometry (same formula, charge and spin) = 1.101 eV
molar mass = 356.51 g/mol
max |F| = 1.47 eV/Å
DFT total energy = -30409.668 eV


# 5
The following is a quantum chemistry calculation of an isolated molecule of C22H32N2O4, from OMol25.

Each line ends with the Löwdin charge.
Element x y z (Å)
C (-2.873, -2.681, -1.128)  -0.08
H (-2.181, -1.912, -1.460)  0.06
H (-3.000, -3.408, -1.928)  0.08
C (-4.223, -2.057, -0.792)  -0.25
N (-4.090, -0.881, 0.056)  -0.22
C (-5.325, -0.114, 0.166)  -0.20
C (-5.074, 1.385, 0.364)  -0.16
H (-6.041, 1.885, 0.443)  0.11
C (-4.287, 2.002, -0.795)  -0.17
N (-2.948, 1.471, -0.852)  0.08
C (-1.862, 2.218, -0.566)  -0.41
O (-1.892, 3.433, -0.436)  0.05
C (-0.620, 1.427, -0.459)  -0.09
C (0.657, 1.823, -0.164)  -0.10
C (1.451, 0.625, -0.171)  -0.03
C (2.807, 0.324, 0.039)  -0.03
C (3.211, -0.986, -0.188)  -0.20
C (2.290, -1.995, -0.514)  0.02
C (0.949, -1.729, -0.650)  0.02
C (0.551, -0.409, -0.498)  -0.20
O (-0.700, 0.072, -0.656)  0.07
H (0.238, -2.503, -0.887)  0.11
H (2.676, -2.992, -0.649)  0.12
O (4.507, -1.400, -0.125)  0.00
C (5.510, -0.388, -0.155)  -0.55
C (6.809, -1.081, 0.258)  -0.01
H (7.013, -1.905, -0.420)  0.09
H (6.715, -1.480, 1.264)  0.09
H (7.637, -0.379, 0.227)  0.09
C (5.145, 0.705, 0.850)  -0.06
H (5.933, 1.460, 0.887)  0.13
H (5.061, 0.242, 1.837)  0.14
C (3.793, 1.357, 0.532)  -0.31
H (3.921, 2.138, -0.238)  0.15
O (3.263, 1.943, 1.708)  -0.02
H (3.906, 2.572, 2.053)  0.10
C (5.639, 0.170, -1.577)  0.00
H (4.683, 0.554, -1.926)  0.09
H (5.955, -0.622, -2.252)  0.09
H (6.374, 0.970, -1.603)  0.09
C (1.097, 3.222, 0.070)  -0.01
H (0.239, 3.884, 0.004)  0.07
H (1.554, 3.305, 1.053)  0.08
H (1.834, 3.514, -0.678)  0.09
H (-2.905, 0.458, -0.779)  0.10
H (-4.797, 1.793, -1.742)  0.12
H (-4.202, 3.084, -0.668)  0.12
H (-4.531, 1.563, 1.293)  0.11
H (-5.968, -0.480, 0.981)  0.11
H (-5.882, -0.241, -0.766)  0.12
C (-3.436, -1.123, 1.335)  -0.24
C (-4.073, -2.185, 2.237)  -0.07
H (-3.549, -2.208, 3.189)  0.07
H (-4.009, -3.173, 1.789)  0.06
H (-5.120, -1.960, 2.431)  0.07
H (-3.413, -0.172, 1.871)  0.11
H (-2.399, -1.402, 1.130)  0.10
H (-4.886, -2.819, -0.350)  0.12
H (-4.686, -1.722, -1.725)  0.12
H (-2.445, -3.193, -0.270)  0.07

Calculated values
energy relative to the best compared isomer or geometry (same formula, charge and spin) = 1.982 eV
molar mass = 388.51 g/mol
SMILES = CCN(CC)CCCNC(=O)c1oc2ccc3c(c2c1C)[C@@H](O)CC(C)(C)O3
max |F| = 1.22 eV/Å
DFT total energy = -34504.326 eV


# 6
The following is a quantum chemistry calculation of an isolated molecule of C22H32N4O4, from OMol25.

Each line ends with the Löwdin charge.
Element x y z (Å)
C (3.205, 3.564, -4.087)  -0.02
C (2.917, 2.603, -2.988)  -0.27
C (1.969, 2.698, -2.017)  0.03
C (2.104, 1.562, -1.166)  -0.16
C (3.170, 0.811, -1.680)  -0.20
N (3.643, 1.445, -2.779)  -0.01
C (4.713, 0.974, -3.623)  -0.12
H (5.021, 1.793, -4.272)  0.11
H (5.570, 0.705, -2.995)  0.13
C (4.307, -0.242, -4.465)  -0.15
H (3.942, -1.022, -3.798)  0.10
H (5.197, -0.625, -4.968)  0.12
C (3.226, 0.064, -5.510)  -0.43
C (2.538, -1.230, -5.941)  -0.08
H (2.045, -1.706, -5.097)  0.08
H (1.788, -1.026, -6.702)  0.08
H (3.264, -1.927, -6.354)  0.08
C (3.819, 0.763, -6.731)  -0.08
H (3.031, 1.045, -7.426)  0.08
H (4.365, 1.662, -6.455)  0.06
H (4.506, 0.096, -7.249)  0.08
H (2.472, 0.712, -5.052)  0.13
C (3.736, -0.455, -1.147)  -0.01
H (4.791, -0.554, -1.393)  0.08
H (3.207, -1.321, -1.549)  0.09
H (3.633, -0.480, -0.064)  0.08
C (1.345, 1.211, -0.026)  0.06
C (0.283, 1.868, 0.522)  -0.12
C (-0.272, 3.064, 0.036)  -0.20
N (-0.734, 4.048, -0.337)  0.18
C (-0.344, 1.291, 1.718)  -0.45
O (0.040, 0.300, 2.298)  0.12
O (-1.409, 2.009, 2.130)  0.02
C (-2.088, 1.462, 3.238)  -0.07
C (-2.595, 0.053, 2.908)  -0.43
O (-2.827, -0.289, 1.770)  0.09
N (-2.788, -0.724, 4.003)  0.19
C (-3.242, -2.078, 4.080)  -0.51
O (-3.341, -2.572, 5.180)  0.07
N (-3.512, -2.636, 2.902)  0.14
H (-3.354, -2.066, 2.076)  0.11
C (-3.962, -4.015, 2.716)  -0.58
C (-2.904, -4.974, 3.267)  -0.03
H (-2.768, -4.799, 4.330)  0.08
H (-3.215, -6.004, 3.116)  0.08
H (-1.953, -4.816, 2.762)  0.09
C (-4.140, -4.221, 1.213)  -0.04
H (-4.878, -3.527, 0.818)  0.09
H (-4.477, -5.234, 1.013)  0.09
H (-3.198, -4.061, 0.693)  0.09
C (-5.293, -4.218, 3.445)  -0.03
H (-6.045, -3.535, 3.055)  0.09
H (-5.642, -5.238, 3.310)  0.08
H (-5.163, -4.027, 4.506)  0.08
H (-2.555, -0.354, 4.915)  0.15
H (-1.426, 1.433, 4.112)  0.14
H (-2.936, 2.125, 3.425)  0.15
H (1.624, 0.299, 0.489)  0.13
H (1.251, 3.483, -1.908)  0.09
H (3.073, 3.110, -5.068)  0.07
H (2.516, 4.399, -4.003)  0.09
H (4.222, 3.952, -4.018)  0.09

Calculated values
energy relative to the best compared isomer or geometry (same formula, charge and spin) = 0.472 eV
molar mass = 416.52 g/mol
SMILES = Cc1cc(/C=C(\C#N)C(=O)OCC(=O)NC(=O)NC(C)(C)C)c(C)n1CCC(C)C
max |F| = 1.06 eV/Å
DFT total energy = -37485.708 eV


Q: The lowest DFT total energy belongs to which entry?
A: C22H32BrIN5RuS5Se